No. 1
This record from the Open Molecules 2025 dataset describes C18H58Cd2N4O11 as an isolated structure. The level of theory is ωB97M-V/def2-TZVPD.

Last column: Löwdin charge in e.
Element x y z (Å)
O (-0.75213, 1.17012, 4.31448)  -0.095
C (-5.45614, -0.60791, -2.42200)  -0.173
H (0.03736, -3.40369, -3.15207)  0.145
H (2.17065, -3.06381, -3.43592)  0.081
H (8.23788, -3.05025, 3.84147)  0.089
O (0.52567, 4.60360, -2.56515)  -0.190
O (-1.48149, 1.23403, 1.02665)  -0.432
H (3.73481, -1.10161, 1.30739)  0.073
O (-6.07280, -1.53638, -3.35082)  -0.193
H (0.55227, -3.80966, 1.79534)  0.062
O (-3.06380, 2.97222, -0.55427)  -0.052
C (-0.71559, 4.21472, -3.18152)  -0.072
H (0.62670, 0.94570, -2.60320)  0.072
O (1.72966, 2.40871, 3.51784)  -0.045
H (0.06142, 6.68329, 1.05239)  0.081
H (1.90134, -4.48710, -2.66662)  0.070
C (0.15975, 0.28819, -3.33650)  -0.108
H (-7.51150, -0.15718, -4.08752)  0.088
C (0.39107, -1.63260, -2.05933)  -0.223
H (0.70362, -3.46065, -0.17149)  0.039
H (7.10401, 0.03545, 2.32234)  0.128
H (0.20191, -1.77582, 1.64554)  0.081
C (7.99629, -2.35429, 3.03813)  -0.138
N (-3.57643, -0.18487, -0.89929)  0.042
C (0.41525, 6.20756, 0.13773)  -0.047
H (-0.83401, 1.22136, 5.26680)  0.065
H (-1.17017, -1.73814, 0.64423)  0.075
H (-3.36201, -1.25306, -2.72974)  0.133
H (0.13653, 1.47612, 4.13320)  0.008
H (-7.41830, -1.71811, -4.94470)  0.086
C (5.05125, -0.13772, 2.64934)  -0.405
H (-4.16544, -3.22313, 2.98224)  0.094
C (0.01873, 4.78157, -0.10611)  -0.505
H (-0.63373, 4.57607, -4.20661)  0.098
H (-0.78251, -4.08505, -0.64611)  0.059
N (0.23136, 4.07721, 1.08857)  0.055
H (5.09527, 0.22026, 3.67794)  0.140
H (-0.92238, 0.39611, -3.26270)  0.086
H (1.19146, -1.32381, -1.38694)  0.129
H (-4.38705, -3.23393, -1.84524)  0.086
O (-0.28036, -4.17429, 2.09537)  -0.083
C (-3.99252, -2.44718, -1.20222)  -0.074
C (-0.41816, 0.26731, 0.91900)  -0.305
H (-3.51996, 0.78354, -1.18054)  0.045
H (-0.20573, 4.67586, 1.77462)  0.086
C (0.76874, 4.05751, -1.23128)  -0.156
H (-0.17241, -5.12148, 2.00942)  0.097
H (2.59716, 2.81112, 3.55974)  0.062
O (-3.32685, -3.66658, 2.85429)  -0.082
O (0.60957, -1.04245, -3.32732)  -0.148
H (-1.00119, 4.81132, -0.48950)  0.109
H (-2.54775, 2.45840, 0.06695)  -0.042
C (0.58229, -3.12660, -2.24964)  -0.414
H (4.88860, 0.94390, 0.83972)  0.068
H (-6.14151, -0.43633, -1.59198)  0.125
O (6.79351, -1.72054, 3.35260)  -0.213
H (6.26616, -1.31454, 1.32246)  0.128
H (-4.57822, -2.44804, -0.28295)  0.062
Cd (-1.47427, -3.22460, 3.65920)  1.504
H (0.69662, -4.97637, -1.03845)  0.083
C (-6.84318, -0.94494, -4.43523)  -0.072
H (0.51570, 0.70446, -4.27890)  0.103
H (7.89044, -2.98617, 2.15630)  0.085
H (1.50178, 6.28759, 0.17150)  0.090
H (-2.96911, -2.62694, -0.87296)  0.040
N (4.92844, 1.12430, 1.83268)  0.028
H (-2.62658, -0.37438, -0.61301)  0.019
H (-3.25972, 3.78533, -0.08876)  0.043
H (1.43814, 2.55989, 2.61873)  0.007
C (3.76497, -0.92676, 2.38285)  -0.080
H (-0.61204, -1.55433, -1.64009)  0.105
H (0.56168, 2.98744, -1.24477)  0.099
C (6.37446, -0.77213, 2.26169)  -0.137
C (0.24133, -3.98651, -1.00686)  -0.060
H (0.06223, 6.86223, -0.65906)  0.090
H (-1.48539, 4.57764, -2.50049)  0.075
H (-6.15569, -0.61346, -5.21342)  0.085
H (3.84025, -1.86601, 2.93080)  0.069
H (-0.79025, 3.13523, -3.31275)  0.063
H (0.40095, 0.66822, 1.51602)  0.086
H (8.76516, -1.58547, 2.96153)  0.091
Cd (-2.51253, 0.58252, 2.73054)  1.500
H (-5.26844, 0.40273, -2.78460)  0.124
H (2.85670, -0.38896, 2.65477)  0.047
H (-0.26959, 3.21463, 0.93020)  0.040
C (-0.67993, -1.17065, 1.43527)  -0.315
H (-3.52461, -4.38533, 2.25385)  0.097
N (1.97926, -3.48815, -2.53960)  0.047
H (1.83503, 4.18001, -1.04125)  0.127
H (0.07403, 0.19031, -0.05049)  0.097
C (-4.09218, -1.10471, -1.93416)  -0.401
H (4.05745, 1.57072, 2.08206)  0.033
O (-1.51121, -1.34180, 2.61033)  -0.567

E_LUMO, hartree: -0.350
HOMO level, eV: -12.80
Total charge: +2

No. 2
This record from the Open Molecules 2025 dataset describes a 13-piece molecular cluster, C18H60F3N14O14 overall. The level of theory is ωB97M-V/def2-TZVPD.

Last column: Mulliken spin population.
Element x y z (Å)
N (-3.22140, -3.50284, -5.44391)  0.000
H (-4.45500, 0.58901, -2.60699)  0.000
N (0.37183, 3.42735, 0.70658)  0.001
H (0.67070, 2.66812, 0.11130)  0.000
C (-3.04651, -3.02482, -6.59851)  0.000
H (2.70718, 1.05746, -0.77247)  -0.004
H (0.87225, 0.55446, -5.24984)  0.000
C (-1.31453, 3.95971, 2.46047)  0.000
N (-4.51784, 3.29293, -1.10618)  0.000
C (2.80784, 2.11191, 6.69675)  0.000
H (2.47237, 2.33981, 7.70850)  0.000
H (-1.56492, 2.60541, 0.86100)  0.000
H (1.94447, -7.41980, 3.01656)  0.000
H (3.92597, 3.12159, -3.24234)  0.000
N (3.65479, 2.32805, -2.67946)  -0.001
H (0.43268, -2.99399, 1.41684)  0.000
C (0.02779, -0.16880, -1.44760)  0.012
N (3.00929, -3.92777, -4.14217)  0.000
H (0.32514, 3.05675, -2.35495)  -0.002
H (-0.49114, 0.68785, -1.01753)  0.043
O (0.57265, 0.07155, 5.28958)  0.000
H (-0.44228, -1.72197, 4.60014)  0.000
C (-0.59886, -0.74891, 5.06572)  0.000
H (-1.42683, -2.32858, -0.00698)  0.000
H (-3.88915, -4.77088, -7.19071)  0.000
H (-1.52340, -0.82476, 0.71859)  -0.003
H (1.62088, -4.09947, -0.56472)  0.000
H (2.31688, -3.55859, -3.50628)  0.000
O (0.30358, -0.94769, -0.33237)  -0.016
H (-0.10202, 2.62407, -4.22837)  0.001
N (-0.90963, 3.23059, -4.23079)  0.000
H (0.16140, 1.14022, 6.90767)  0.000
N (3.30342, 1.84863, -0.57590)  0.013
H (3.12864, -7.85285, 1.15651)  0.000
N (1.18965, 3.59553, 5.85828)  0.000
H (2.12653, -1.15081, 0.56171)  0.003
F (-2.22914, -0.88540, -2.00120)  0.006
C (3.88502, -3.08268, -4.58085)  0.000
H (1.21233, -5.85948, 3.09752)  0.000
N (1.81650, -6.50465, 2.60882)  0.000
H (3.59721, 2.03301, 0.37268)  0.000
H (0.29950, 1.99167, 3.21592)  0.001
C (-1.27172, 3.85421, -3.12742)  0.001
H (-1.72561, 4.75219, 1.83510)  0.000
H (2.54880, -2.42611, 1.25968)  0.000
H (-4.91013, 3.95189, -0.44893)  0.000
H (-3.47859, -2.92558, 1.69078)  0.000
O (1.52214, -3.56579, -1.35318)  0.001
N (-3.57434, -3.87097, -7.52410)  0.000
C (-2.78488, 4.37811, 4.23701)  0.000
C (-1.04494, -0.69255, -2.55523)  0.061
O (-3.90693, -3.45860, 1.02097)  0.000
N (-4.20573, 1.46923, -2.17900)  0.000
H (-0.53712, 1.72201, 5.32880)  0.000
H (-3.42402, -3.67909, -8.50425)  0.000
H (0.28581, -1.35868, 2.34605)  0.000
H (-3.29771, -4.50449, -5.54859)  0.000
C (-0.15885, -2.12850, 1.71538)  0.001
C (-0.72636, 2.89613, 1.49377)  -0.002
H (3.18617, 1.09213, 6.62594)  0.000
H (-2.80648, 5.34620, 3.73659)  0.000
H (-2.83438, -3.00369, -4.65576)  0.000
H (-3.69884, 4.09610, 4.75975)  0.000
H (-1.04353, -0.98857, 6.03161)  0.000
C (4.07442, 2.34708, -1.51026)  -0.002
N (3.72737, -1.90103, -4.07164)  -0.001
F (-1.27827, 0.17813, -3.61264)  0.003
O (-5.94491, 1.56974, -0.76954)  0.000
H (1.35011, 0.86048, -3.84631)  -0.007
O (1.30566, 1.22995, -4.72821)  -0.001
N (-0.48888, 3.63361, -2.19776)  0.001
H (-0.88991, -2.54958, 2.40555)  0.000
O (2.87229, -1.56459, 0.99627)  0.000
H (0.37665, 3.85518, 5.31818)  0.000
H (-2.00584, 4.44822, 4.99614)  0.000
O (1.30258, 0.10494, -1.89487)  0.855
C (-0.25993, 1.64939, 2.34530)  0.005
H (2.96755, -1.74042, -3.42590)  0.001
H (2.00997, 2.07457, 4.66835)  0.000
H (-1.24872, -0.19031, 4.39212)  0.000
H (3.08184, -4.93500, -4.15991)  0.000
H (-0.50776, 4.42827, 3.02410)  0.000
H (3.62685, 2.81517, 6.54592)  0.000
C (2.14890, -6.14811, 1.38367)  0.000
H (-4.27979, -4.19639, 1.50355)  0.000
H (-3.76683, 3.62307, -1.69533)  0.000
H (-1.34396, 3.53909, -5.08885)  0.000
F (-0.71847, -1.84395, -3.13792)  0.004
C (0.31636, 1.27320, 5.83698)  0.000
N (2.78746, -7.03619, 0.66992)  0.000
H (2.84369, 1.79534, -2.95954)  -0.001
O (4.69558, -3.38770, -5.35973)  0.001
O (-2.54162, -1.93258, -6.79670)  0.000
C (-0.77868, -1.56047, 0.41492)  0.016
H (2.94154, -6.81564, -0.30359)  0.000
H (1.08454, 3.68404, 1.37460)  0.000
H (1.58649, -2.66303, -1.04153)  -0.002
H (-0.70082, 4.11552, -1.33583)  0.000
O (1.74051, -5.10773, 0.83094)  0.000
H (-1.09152, 1.10405, 2.79161)  0.000
H (1.93450, 4.13217, 5.43718)  0.000
C (1.60664, 2.18576, 5.67485)  0.000
O (4.89056, 3.14978, -1.02730)  0.011
O (-2.43831, 3.52488, 3.17597)  0.000
H (4.29022, -1.12939, -4.40007)  0.000
O (-2.32461, 4.52734, -3.04847)  0.000
H (0.27269, 0.91220, 1.74451)  -0.001
C (-4.96131, 2.07825, -1.29389)  0.000
H (-3.40148, 1.94618, -2.56083)  0.000

E_LUMO (alpha / beta), hartree: -0.008 / -0.175
⟨S²⟩: 0.76
HOMO level (alpha / beta), eV: -9.28 / -9.28
2S+1: 2

It is found that the molecular weight values, taken in the order of the records, are 731.5; 753.8 g/mol.